[1]
10
Properties=species:S:1:pos:R:3 method="wB97M-V/def2-TZVPD" smiles="C#CCC(=O)O" total_charge=0 orbital_gap_ha=0.40068 lumo_ev=0.66 total_energy_ev=-8305.3917 homo_energy_ev=-10.25
C 1.72519 1.08152 0.63319
C 0.62480 0.48054 0.74227
C -0.67219 -0.07279 0.63283
C -0.96698 -0.73829 -0.74986
O -2.08246 -0.96613 -1.19568
O 0.11276 -0.75294 -1.48627
H 2.76719 1.48103 0.44584
H -1.05556 -0.87232 1.29302
H -1.31784 0.72458 0.75989
H 0.86510 -0.36520 -1.07525

[2]
10
Properties=species:S:1:pos:R:3 method="wB97M-V/def2-TZVPD" smiles="C#CC(=O)CO" total_charge=0 orbital_gap_ha=0.38515 lumo_ev=-0.19 total_energy_ev=-8305.0687 homo_energy_ev=-10.67
C 0.57154 0.25070 2.46203
C -0.00019 0.17593 1.40379
C -0.58888 0.23313 0.07398
O -1.51165 0.97868 -0.18199
C 0.05767 -0.60964 -1.01741
O 0.15423 0.10867 -2.21860
H 1.07558 0.33310 3.40098
H 1.04689 -0.95589 -0.69546
H -0.57830 -1.49831 -1.15973
H -0.22687 0.98364 -2.06759

[3]
10
Properties=species:S:1:pos:R:3 method="wB97M-V/def2-TZVPD" smiles="C=C[C@@H]1OC1=O" total_charge=0 orbital_gap_ha=0.38815 lumo_ev=0.85 total_energy_ev=-8305.1393 homo_energy_ev=-9.71
C -0.10816 -0.08214 -1.60887
C 0.56978 0.43396 -0.57420
C 0.63869 -0.09923 0.80526
O -0.37478 -1.22177 1.08449
C -0.67240 -0.04817 1.53072
O -1.51886 0.48474 2.11074
H -0.28597 0.39645 -2.59520
H -0.59905 -1.05743 -1.56576
H 0.88357 1.36794 -0.60314
H 1.46718 -0.17434 1.41597

The evaluated energy relative to the best compared isomer or geometry (same formula, charge and spin) for the records listed, in turn: 38.9 46.3 44.7 kcal/mol.